Computed, not measured: a 4-piece molecular cluster, CH10NO4 overall, with wB97M-V/def2-TZVPD.

Atoms and positions in Å:
O: 0.45507 -2.26885 0.97060
O: -1.34178 -0.29929 0.23659
O: 2.07611 0.37169 -1.70972
O: -1.47225 -0.02511 -2.30751
N: 0.61173 0.77987 1.18371
C: -0.96366 0.76994 0.92135
H: -0.57955 -0.34919 -2.56783
H: 1.58582 -0.32486 -1.14926
H: -1.42255 -0.16864 -1.19677
H: -0.06410 -1.42865 0.87605
H: 1.33690 1.19082 0.57938
H: 1.40644 0.67996 -2.23851
H: 0.28794 -2.55720 1.87098
H: 0.69279 1.03974 2.12741
H: -1.40668 0.88291 2.00335
H: -1.20223 1.70686 0.40018

Atomic forces in eV per Å
O 0.043 -0.106 0.072
O -0.086 -0.463 0.169
O 1.306 -2.900 3.159
O 1.297 -0.537 1.347
N -1.511 -0.538 -0.639
C 1.514 0.864 0.373
H -1.085 0.233 0.133
H 1.183 1.497 -0.921
H -0.201 0.376 -1.301
H -0.067 -0.334 -0.302
H -1.180 0.051 0.197
H -2.578 1.416 -2.074
H 0.004 0.052 -0.010
H 0.760 0.512 1.185
H 0.694 -0.393 -1.350
H -0.094 0.270 -0.037

Properties
Kohn-Sham gap, eV: 8.5
E_LUMO, eV: 4.126
Total charge: -1

---

Computed, not measured: CH10NOSSi2 as an isolated structure, with wB97M-V/def2-TZVPD.

Atoms and positions in Å:
S: -0.02579 -2.37919 0.36173
Si: -0.94176 -0.74534 -0.74896
Si: -2.59916 0.57593 0.24595
O: 0.62865 1.13340 0.83900
N: 2.15056 -0.26964 -0.28170
C: 0.95432 0.66240 -0.41542
H: 1.19399 1.43911 -1.14041
H: -2.29700 1.93755 -0.19038
H: -2.45143 0.41902 1.69573
H: -0.62122 -1.20356 -2.09843
H: 1.16610 1.89141 1.12374
H: -3.89901 0.10165 -0.23448
H: 1.76760 -1.14799 0.15173
H: 2.88952 0.10732 0.32729
H: 2.54615 -0.49822 -1.19657
H: -0.46150 -2.02385 1.56118

Atomic forces in eV per Å
S -0.507 -0.144 -0.487
Si 3.212 1.059 0.686
Si -0.175 -0.116 -0.106
O 0.268 0.327 0.522
N -0.098 0.063 0.160
C -2.059 -1.344 -0.371
H 0.038 -0.112 -0.040
H 0.044 0.162 -0.102
H 0.093 -0.097 0.075
H -0.508 0.028 -0.377
H -0.140 -0.119 -0.153
H -0.107 -0.023 -0.030
H 0.234 0.216 -0.137
H -0.186 -0.077 -0.234
H 0.000 0.006 0.126
H -0.110 0.171 0.466

Properties
Kohn-Sham gap, eV: 10.1
E_LUMO, eV: -3.293
Total charge: +1

---

Computed, not measured: one molecule with the formula CH10O2Si3, with wB97M-V/def2-TZVPD.

Atoms and positions in Å:
Si: 1.29239 2.35668 -0.24484
Si: 1.02234 0.34943 0.87085
Si: -0.98083 -0.72639 0.52463
O: -2.01675 0.51693 0.33962
O: -1.56704 -1.54354 1.82438
C: -1.03229 -1.89319 -0.98554
H: 0.23099 3.32660 0.03592
H: -0.28105 -2.67485 -0.91527
H: 2.55301 3.03444 0.08152
H: 1.31283 2.17866 -1.70231
H: 1.26216 0.53651 2.31668
H: -2.95656 0.38081 0.43285
H: -0.84270 -1.34639 -1.90397
H: -1.99985 -2.37980 -1.08895
H: -1.13835 -2.33220 2.13974
H: 2.12405 -0.57128 0.50887

Atomic forces in eV per Å
Si 0.008 0.318 -0.251
Si 0.614 -0.247 0.279
Si -0.452 -0.830 -0.941
O -0.080 0.661 -0.179
O -0.103 0.095 0.305
C 0.198 0.483 0.562
H -0.284 0.052 0.168
H 0.168 -0.139 0.056
H 0.274 -0.046 0.195
H -0.046 -0.207 -0.237
H -0.175 0.168 0.161
H -0.295 -0.101 0.024
H 0.076 0.163 -0.158
H -0.178 0.025 0.134
H 0.170 -0.356 0.117
H 0.105 -0.038 -0.236

Properties
SMILES string: C[Si](O)(O)[SiH2][SiH3]
Kohn-Sham gap, eV: 10.2
E_LUMO, eV: 0.559
Total charge: 0

---

Computed, not measured: a 5-piece molecular cluster, CH10O5 overall, with wB97M-V/def2-TZVPD.

Atoms and positions in Å:
O: -1.55587 -0.64573 -0.31776
O: 0.56954 -0.33249 -1.86470
O: 0.39176 -2.91837 0.39831
O: 2.09068 1.73565 -1.11279
O: -1.41413 1.49151 1.52186
C: -0.34462 1.25832 2.10766
H: -1.56456 0.38819 -0.12549
H: 0.35070 -3.51102 -0.26920
H: 0.64749 1.61754 1.60122
H: 1.96854 2.39372 -1.68820
H: 1.51102 0.95762 -1.26674
H: -0.42929 -0.39682 -1.81317
H: -2.06515 -1.16005 0.08007
H: 0.83402 -1.07587 -1.21659
H: -0.35839 0.67915 2.97402
H: 0.51743 -2.08688 0.07869

Atomic forces in eV per Å
O 7.780 9.814 -6.004
O -0.680 -2.197 1.346
O -0.258 -0.827 4.957
O 1.038 -4.083 4.251
O 2.198 -0.398 1.339
C -0.982 1.998 -4.320
H -0.700 -3.650 0.210
H -0.158 -2.747 -3.397
H -1.405 -0.608 1.111
H -1.060 3.536 -3.605
H 0.142 0.937 -0.594
H 1.443 0.047 0.089
H -7.375 -6.174 5.926
H -0.507 1.917 -1.927
H 0.276 -0.911 1.850
H 0.246 3.348 -1.233

Properties
SMILES string: C=O.O.O.O.O
Kohn-Sham gap, eV: 10.9
E_LUMO, eV: 0.135
Total charge: 0

---

Computed, not measured: a 5-piece molecular cluster, CH10O6 overall, with wB97M-V/def2-TZVPD.

Atoms and positions in Å:
O: -0.11258 -1.99722 -1.89108
O: -0.10211 3.11899 -0.47038
O: 0.09509 1.84464 1.91776
O: -0.19291 -0.50041 0.81935
O: 0.13650 -2.75424 0.85678
O: 0.11390 0.87034 -2.03057
C: 0.04061 -1.67375 1.43995
H: -0.02843 -2.31229 -0.95811
H: -0.08248 2.35002 -1.08114
H: 0.04833 2.31268 1.06775
H: -0.04706 0.29930 1.36205
H: -0.12868 -2.75092 -2.42146
H: 0.93258 0.87328 -2.56464
H: -0.01883 -0.13514 -1.92368
H: 0.14318 -1.53253 2.50561
H: -0.64818 3.80107 -0.90255
H: 0.08283 2.48016 2.66161

Atomic forces in eV per Å
O 0.137 1.772 1.966
O -0.276 0.371 -0.493
O 0.134 0.029 1.052
O 0.192 -2.064 -0.536
O -0.373 2.184 0.913
O 0.654 -1.951 -0.494
C 0.084 -0.005 -1.622
H -0.060 0.141 -0.545
H -0.030 0.020 0.029
H -0.142 0.752 -0.057
H -0.093 0.160 0.678
H -0.049 -1.825 -1.375
H -0.564 0.264 0.358
H -0.089 1.653 0.026
H 0.128 -0.382 0.655
H 0.356 -0.561 0.394
H -0.009 -0.560 -0.950

Properties
SMILES string: O=CO.O.O.O.O
Kohn-Sham gap, eV: 11.6
E_LUMO, eV: 0.645
Total charge: 0

---

Computed, not measured: a 5-piece molecular cluster, CH10O6 overall, with wB97M-V/def2-TZVPD.

Atoms and positions in Å:
O: 0.06167 1.22166 -1.51803
O: -1.53948 -0.29094 -1.87095
O: -2.01275 -1.06881 0.56413
O: 2.27252 2.07986 0.01876
O: 0.45863 -2.61102 1.60379
O: 1.27373 0.14752 2.12464
C: -0.97351 0.89910 -2.00794
H: -1.50115 -1.76027 0.96056
H: 1.55018 0.62941 1.32516
H: -2.02826 -0.27054 1.07810
H: 2.95995 1.58856 -0.43398
H: 1.12451 -3.34120 1.57280
H: 0.69287 0.67201 2.61526
H: 1.47870 1.93680 -0.57024
H: -1.53782 1.60262 -2.57548
H: 0.90338 -1.73394 1.66847
H: -1.91584 -0.54429 -0.97176

Atomic forces in eV per Å
O 2.305 0.816 1.025
O 0.633 2.073 -1.248
O -1.108 0.954 -1.974
O -1.928 -0.436 -0.841
O 0.481 -0.064 -0.277
O 1.399 -1.588 -1.844
C -3.185 -3.696 0.163
H 1.011 -0.759 0.700
H -0.078 0.184 0.672
H 0.114 0.070 0.969
H 0.679 -0.118 -0.158
H -0.748 1.226 0.090
H -1.258 1.456 1.178
H 1.448 0.562 1.004
H -0.320 1.138 -1.095
H 0.018 -0.935 0.217
H 0.536 -0.882 1.421

Properties
Multiplicity: 2
Kohn-Sham gap (alpha / beta), eV: 8.9 / 3.2
E_LUMO (alpha / beta), eV: -5.536 / -11.213
Total charge: +1

---

Calculated total energy, -399.819535; -1150.975412; -1063.117722; -420.194257; -495.568228; -495.136028 Ha (same order as the records).
Calculated F_max, 4.5; 3.5; 1.3; 13.9; 2.7; 4.9 eV/A (same order as the records).
Calculated relative energy (zero: lowest compared OMol25 entry of this formula, charge and spin), 28.7; 22.4; 0.0; 55.6; 4.7; 33.6 kcal/mol (same order as the records).